This record from the OMol25 dataset describes one molecule with the formula C19H22N4O3 at a distorted geometry. The level of theory is ωB97M-V with the def2-TZVPD basis set.

Values from the calculation:
SMILES: Cc1ccc(N2CCN(C(=O)Nc3cccc([N+](=O)[O-])c3)C[C@H]2C)cc1
Molar mass: 354.41 g mol⁻¹
Energy: -1181.89948 hartree
Highest occupied orbital energy: -7.87 eV
Strongest force on any atom: 1.5 eV Å⁻¹
Energy above the lowest of the compared OMol25 structures with the same formula, charge and spin: 315.0 kJ/mol

```
! RIJCOSX wB97M-V def2-TZVPD def2/J DEFGRID3
* xyz 0 1
C -8.1786 -0.0820 0.6506
C -6.7286 0.0464 0.2955
C -5.8426 -1.0049 0.4643
C -4.5018 -0.8794 0.1423
C -4.0039 0.3091 -0.3841
N -2.6740 0.5332 -0.7721
C -1.9482 1.5431 -0.0275
C -1.2501 0.9121 1.1852
N -0.3609 -0.1589 0.7670
C 0.9792 0.0998 0.7612
O 1.4407 1.1723 1.0850
N 1.7719 -0.9942 0.4228
C 3.1522 -0.9954 0.2952
C 3.8251 -2.2198 0.3551
C 5.1973 -2.2883 0.2025
C 5.9339 -1.1390 -0.0157
C 5.2602 0.0739 -0.0872
N 6.0150 1.2776 -0.3396
O 7.2252 1.1990 -0.2955
O 5.4010 2.2906 -0.5908
C 3.8849 0.1654 0.0613
C -1.0429 -1.1822 0.0014
C -1.7765 -0.5228 -1.1924
C -2.4338 -1.5435 -2.1145
C -4.9011 1.3683 -0.5558
C -6.2300 1.2403 -0.2176
H -8.4519 0.6547 1.4053
H -8.3987 -1.0735 1.0382
H -8.8014 0.0946 -0.2257
H -6.1980 -1.9424 0.8694
H -3.8539 -1.7224 0.3232
H -1.1950 1.9955 -0.6815
H -2.6348 2.3179 0.3107
H -2.0022 0.4883 1.8600
H -0.6542 1.6544 1.7156
H 1.3609 -1.9090 0.5343
H 3.2608 -3.1258 0.5269
H 5.6940 -3.2446 0.2560
H 7.0050 -1.1630 -0.1360
H 3.4016 1.1278 0.0167
H -1.7561 -1.6867 0.6616
H -0.3456 -1.9216 -0.3910
H -0.9974 -0.0068 -1.7767
H -3.0616 -2.2454 -1.5762
H -3.0501 -1.0235 -2.8429
H -1.6670 -2.1040 -2.6439
H -4.5397 2.2962 -0.9736
H -6.9002 2.0756 -0.3631
*
```

=====

This record from the OMol25 dataset describes one molecule with the formula C4H9NO at a distorted geometry. The level of theory is ωB97M-V with the def2-TZVPD basis set.

Values from the calculation:
Molar mass: 87.12 g mol⁻¹
Energy: -287.67856 hartree
Highest occupied orbital energy (alpha / beta): -8.89 / -8.89 eV
Strongest force on any atom: 1.8 eV Å⁻¹
Energy above the lowest of the compared OMol25 structures with the same formula, charge and spin: 404.0 kJ/mol

```
! RIJCOSX wB97M-V def2-TZVPD def2/J DEFGRID3
* xyz 0 1
C 2.1316 0.3462 -0.3327
C 0.7998 -0.0919 -0.9226
C -0.2065 -0.6979 0.0357
C -1.2176 0.2351 0.5526
O -0.7763 1.3986 0.6931
N -2.5911 0.0008 0.3839
H 2.8075 0.7071 -1.1141
H 2.6180 -0.4870 0.1850
H 1.9381 1.1498 0.3806
H 0.3162 0.7750 -1.4001
H 0.9790 -0.8559 -1.7035
H -0.0591 -1.7412 0.2891
H -0.6887 -0.4418 1.5419
H -3.1280 0.6534 0.9368
H -2.9228 -0.9502 0.4742
*
```

=====

This record from the OMol25 dataset describes C17H31F5HfP2 as an isolated structure at a distorted geometry. The level of theory is ωB97M-V with the def2-TZVPD basis set.

Values from the calculation:
Molar mass: 570.86 g mol⁻¹
Energy: -1895.58506 hartree
Highest occupied orbital energy: -13.04 eV
Strongest force on any atom: 3.9 eV Å⁻¹
Energy above the lowest of the compared OMol25 structures with the same formula, charge and spin: 0.0 kJ/mol

```
! RIJCOSX wB97M-V def2-TZVPD def2/J DEFGRID3
* xyz 2 1
P -1.9765 1.4001 -0.9056
P -1.1651 -2.4761 0.2997
C -2.7691 -0.3139 -1.1115
C -2.6075 -1.3622 0.0206
H -2.5090 -0.7154 -2.1065
H -3.8417 -0.0348 -1.1181
H -2.9417 -0.9654 0.9933
H -3.3292 -2.1573 -0.2413
C -0.9095 -3.2213 -1.2887
H 0.0804 -3.6678 -1.3617
H -1.0612 -2.5696 -2.1486
H -1.6698 -3.9920 -1.3419
C -1.6730 -3.6680 1.5288
H -2.3895 -4.3451 1.0469
H -2.1896 -3.1603 2.3559
H -0.7984 -4.2323 1.8969
C -2.6026 2.4063 -2.2901
H -2.1310 3.4098 -2.2480
H -3.6980 2.5121 -2.1574
H -2.3869 1.9255 -3.2627
C -3.0834 1.9289 0.4540
H -3.1786 1.1773 1.2524
H -4.0744 2.0479 -0.0192
H -2.7736 2.8919 0.8773
Hf 2.0503 0.9225 1.0464
C 0.4186 -1.9016 0.7179
C 1.1740 -1.3432 -0.4958
C 0.5080 -0.5683 -1.5484
C 0.9821 0.9030 -1.9212
C 0.0858 1.9451 -1.2454
C 0.2509 1.9920 0.2817
C -0.3254 0.5930 1.2712
C 0.4533 -0.7298 1.7634
C 2.6122 2.1494 2.6841
H 0.9043 -2.7797 1.1910
H 2.0794 -1.8692 -0.8260
H -0.5565 -0.4936 -1.2912
H 0.5191 -1.1005 -2.5179
H 2.0660 0.9784 -1.7979
H 0.8663 1.0225 -3.0065
H 0.0868 2.8854 -1.7971
H -0.2176 2.8711 0.7575
H -1.1873 0.2185 0.6816
H -0.8208 1.0880 2.1431
H 1.5523 -0.5856 2.0883
H -0.0078 -0.9671 2.7311
H 3.0632 1.5230 3.4770
H 1.7074 2.6549 3.0671
H 3.3578 2.8961 2.3582
F 4.2250 2.0688 -1.0560
C 3.9715 0.9121 -0.2758
F 4.0074 -0.1669 -1.1704
C 5.1756 0.6244 0.6457
F 5.5395 1.6398 1.4768
F 4.8658 -0.4254 1.4824
F 6.2715 0.2247 -0.0393
*
```

=====

This record from the OMol25 dataset describes one molecule with the formula C21H27N3O4S at a distorted geometry. The level of theory is ωB97M-V with the def2-TZVPD basis set.

Values from the calculation:
SMILES: C/C(=N\NC(=O)CN(c1ccc(Oc2ccccc2)cc1)S(C)(=O)=O)C(C)(C)C
Molar mass: 417.53 g mol⁻¹
Energy: -1679.80327 hartree
Highest occupied orbital energy: -8.26 eV
Strongest force on any atom: 1.1 eV Å⁻¹
Energy above the lowest of the compared OMol25 structures with the same formula, charge and spin: 336.7 kJ/mol

```
! RIJCOSX wB97M-V def2-TZVPD def2/J DEFGRID3
* xyz 0 1
C -0.9701 -0.6702 -0.8931
C -2.1855 -0.0210 -0.3157
N -2.4448 0.0855 0.9233
N -1.6187 -0.4442 1.8924
C -1.1565 -1.7091 1.9827
O -1.3598 -2.5754 1.1502
C -0.2691 -1.9643 3.2032
N 1.0642 -2.2786 2.7352
C 1.6870 -1.4075 1.8343
C 2.4657 -1.8835 0.7825
C 3.0411 -1.0104 -0.1195
C 2.8467 0.3621 -0.0024
O 3.4731 1.1713 -0.9127
C 2.8959 2.3467 -1.3160
C 1.5206 2.5336 -1.4084
C 1.0225 3.7303 -1.8912
C 1.8801 4.7413 -2.2884
C 3.2496 4.5483 -2.2090
C 3.7593 3.3589 -1.7258
C 2.1059 0.8488 1.0687
C 1.5359 -0.0268 1.9720
S 1.5400 -3.8805 2.9152
C 0.7811 -4.8038 1.5546
O 0.9343 -4.3235 4.1360
O 2.9644 -3.9384 2.8076
C -3.1992 0.5951 -1.2595
C -3.6017 -0.4393 -2.3170
C -2.5687 1.8228 -1.9312
C -4.4476 1.0377 -0.4934
H -0.1048 -0.4760 -0.2576
H -1.1113 -1.7518 -0.9092
H -0.7646 -0.3252 -1.9015
H -1.6314 0.1268 2.7277
H -0.6108 -2.8489 3.7439
H -0.2540 -1.1168 3.8949
H 2.6394 -2.9395 0.6816
H 3.6442 -1.3819 -0.9326
H 0.8467 1.7437 -1.1122
H -0.0463 3.8686 -1.9624
H 1.4833 5.6726 -2.6626
H 3.9256 5.3296 -2.5224
H 4.8227 3.1905 -1.6602
H 1.9830 1.9137 1.2015
H 0.9829 0.3790 2.8036
H 0.4800 -5.7602 1.9611
H -0.0836 -4.2460 1.2097
H 1.5089 -4.9345 0.7660
H -2.7607 -0.7236 -2.9431
H -3.9935 -1.3330 -1.8374
H -4.3766 -0.0245 -2.9575
H -2.2614 2.5437 -1.1768
H -1.7018 1.5552 -2.5301
H -3.2976 2.2964 -2.5845
H -5.1725 1.4659 -1.1815
H -4.1908 1.7802 0.2554
H -4.9007 0.1900 0.0117
*
```